134
Properties=species:S:1:pos:R:3:lowdin_charge:R:1 method="wB97M-V/def2-TZVPD" orbital_gap_ev=7.1 lumo_ev=-4.0 energy_ha=-22115.27782 homo_ha=-0.4074 total_charge=+1
Cl 6.2503 -4.6080 1.0061 0.563
Cl -3.2099 3.4526 4.9450 0.549
Cl -5.1729 8.2703 7.0619 0.529
Cl 7.1856 -4.7076 6.2031 0.480
C -1.8224 -2.9871 3.5395 -1.508
Cl -9.8205 6.1137 -0.1073 0.419
C 3.6527 0.3353 -2.1962 -0.041
Cl -7.7199 -2.7107 2.8557 0.554
O -0.5057 4.8100 -1.7220 -0.205
C 2.9176 1.4406 -2.6278 -0.115
H 3.0118 -6.3107 0.0581 0.017
H -6.1675 7.0998 5.3016 -0.009
C 1.6653 1.6024 -2.0381 -0.211
H -0.2197 3.2290 -4.0384 0.105
C -1.6628 -9.2198 -2.6739 -1.544
C -6.0719 -2.9967 2.3198 -1.525
C -6.2455 7.0492 6.3793 -1.569
C 2.9459 -2.8213 6.8000 -1.537
P -5.2334 0.5440 -0.6732 0.216
H -5.6360 3.5841 -2.7895 0.093
O -9.3596 3.3389 -0.2423 -0.351
H 9.2041 -3.8836 7.0427 0.015
C -3.3911 2.4292 -1.6480 -0.190
Cl -5.5448 -4.6298 2.7141 0.554
C 3.1903 -0.5615 -1.2411 -0.114
H -0.5970 -1.5297 -4.9319 0.127
H -4.8570 2.5453 3.5539 0.020
C 3.7863 -3.9053 -4.9574 -1.547
H -0.9051 4.9281 -4.3001 0.070
H -4.1226 0.4424 1.1197 0.058
Cl 5.2273 -3.2326 3.3679 0.530
H 0.2483 4.8310 -2.3281 0.069
Cl 4.9507 -2.0249 0.7851 0.583
C -3.6931 1.0627 -1.5196 -0.106
H -7.7721 3.8897 -2.2282 0.067
C -5.1312 4.2567 -2.1035 -0.202
H 3.7457 2.5563 -5.7750 0.085
Cl -0.3179 -8.9763 -3.7841 0.527
Cl -3.1934 -9.2894 -3.5431 0.533
H -4.4976 4.9367 -2.6679 0.064
H 0.3215 1.5848 -4.0688 0.127
Cl -5.0922 4.8430 3.2221 0.570
C -6.1614 5.1447 -1.3582 -0.187
O -3.5269 -2.0034 -2.8567 0.149
C -1.3595 1.8795 -2.7767 -0.093
Cl 8.6368 -2.3268 5.3917 0.501
H 0.4461 -0.9071 0.7790 0.062
H 0.9330 4.7654 1.1298 0.002
N -2.2431 2.8036 -2.2765 0.032
O -4.9559 0.8683 0.8464 -0.206
Cl 2.2297 -4.0517 -5.7844 0.518
C 1.3585 -1.3315 0.3685 -0.092
H 8.0851 -6.4929 1.8384 -0.055
Cl -2.5008 -1.3682 3.3269 0.446
O -1.8027 4.9205 -3.9431 -0.210
C -4.2735 3.5011 -1.0788 -0.254
Cl 7.6152 -2.5397 8.1000 0.533
Cl 3.7484 -2.5795 -3.7977 0.559
O -5.3941 -1.0472 -0.7378 -0.185
H 3.9975 4.4087 -4.0380 0.085
H 3.9571 -4.8223 -4.4084 -0.030
C -2.9537 -1.3580 -1.8222 -0.527
H -5.9246 5.1063 -0.3000 0.091
Cl -7.9210 7.3659 6.8214 0.534
C 3.0294 2.1225 -5.0780 -0.045
C 5.9805 -3.0465 1.7940 -1.499
O -2.5244 -1.8923 -0.8522 0.183
Cl 1.2346 2.4562 1.2847 0.635
H -3.9992 -2.7711 -2.4978 0.147
H 4.6253 0.1562 -2.6350 0.112
Cl 3.8888 -6.6106 -2.0909 0.553
Cl 10.2494 -7.3269 1.5640 0.533
O -7.7003 4.6568 1.0277 -0.371
C -1.5823 0.5104 -2.6581 0.070
C 8.2753 -3.4270 6.7288 -1.533
Cl 3.7068 -1.3987 6.0877 0.516
C -2.7731 0.1246 -2.0149 -0.016
O -0.3053 -0.6984 -4.5418 0.194
Cl 6.7057 0.9223 0.2810 0.517
Cl 2.7177 4.5684 2.6229 0.548
Cl -0.4342 -3.1994 2.4749 0.574
Cl 8.2823 -0.2160 2.4552 0.541
C 8.1166 1.1282 1.3207 -1.538
H 3.9149 4.0216 -2.3286 0.091
C 3.4422 3.8437 -3.2909 -0.048
Cl -1.7015 -7.9507 -1.4421 0.485
Cl 8.0197 -8.5215 2.9941 0.530
H 2.4163 4.2020 -3.2989 0.054
Cl 5.0954 -3.7005 -6.1151 0.549
Cl 2.0696 -3.7333 5.5651 0.498
H 1.0569 -2.2404 -0.1490 0.025
H 3.8175 -1.3992 -0.9699 -0.020
H 2.0863 2.6316 -5.2759 0.069
Cl 9.0981 -5.9729 3.8695 0.508
C -7.6244 4.7637 -1.6048 -0.284
S -8.5678 4.5197 -0.1021 0.311
C 1.1630 4.0934 1.9453 -1.533
Cl 2.7325 -4.2112 -0.9357 0.553
H 4.6020 2.1370 -3.6531 0.133
H 0.2135 0.8829 -0.6425 0.099
C 1.1949 0.7198 -1.0650 -0.086
H -4.9316 3.0725 -0.3325 0.058
H -5.5588 -1.2929 -1.6594 0.077
S -6.8215 1.3559 -1.3475 0.506
H -3.6659 4.2266 -0.5421 0.070
C 8.7778 -7.0126 2.4838 -1.565
B -0.5528 -0.6097 -3.1975 -0.611
Cl 1.0997 -6.5784 -1.2680 0.504
O 0.8223 2.6642 -2.3686 -0.087
H 2.2397 -2.4929 7.5502 0.014
Cl -1.4041 -3.2833 5.2205 0.551
O 0.0455 -1.4204 -2.2740 0.174
Cl -3.1181 3.0710 2.0657 0.544
C 2.7198 -5.9736 -0.9277 -1.513
H -8.1162 5.5809 -2.1253 0.081
H -0.2905 -2.3237 -2.2288 0.137
Cl -5.7555 5.4317 6.8820 0.505
H 6.9364 -2.5544 1.9125 -0.035
C -4.1628 3.3723 3.4728 -1.504
C -0.0797 2.3554 -3.4154 -0.111
H -6.0336 6.1717 -1.6850 0.119
H -6.0395 -2.8795 1.2452 -0.007
H -1.5179 -10.1655 -2.1699 0.015
Cl 4.1639 -3.8239 7.5782 0.518
C 1.9389 -0.3890 -0.6485 -0.258
C 3.5361 2.3606 -3.6573 -0.355
H 2.0464 -1.5744 1.1722 0.066
H -2.5787 -3.7054 3.2510 -0.011
Cl -4.9702 -1.8001 3.0207 0.486
P -1.9617 4.7028 -2.3588 0.992
Cl -0.1250 4.2347 3.1413 0.516
Cl 9.5804 1.3246 0.3645 0.545
H 7.9697 2.0271 1.9035 0.013
H 2.9542 1.0664 -5.3247 0.086


96
Properties=species:S:1:pos:R:3:lowdin_charge:R:1 method="wB97M-V/def2-TZVPD" orbital_gap_ev=8.5 lumo_ev=0.3 energy_ha=-4451.37128 homo_ha=-0.3041 total_charge=0
H 1.9900 2.2308 1.5864 0.020
C -0.0551 -3.5996 2.1002 -0.487
H 7.2297 2.4106 -1.5097 0.062
C -0.0355 2.6102 2.1829 -0.352
H 4.2696 1.2564 -4.6174 0.083
C 0.9709 3.0798 -3.0290 -0.017
H 1.7068 1.9950 3.3061 0.062
H 0.4027 0.6017 -6.4699 0.072
H 1.9949 -2.1242 3.5283 0.060
H -4.2189 4.5456 -1.2760 0.079
H 3.8943 -3.6569 0.7620 0.071
C 4.7199 -3.6411 -1.9786 -0.196
C 1.2097 0.5885 -5.7556 -0.380
C 4.1628 0.6977 -1.8482 -0.450
C -0.4413 3.0602 -2.5510 -0.322
H 4.0693 -1.2387 0.6027 0.044
C -0.9768 3.3986 2.8569 0.010
N -2.1494 2.5429 -1.3119 0.035
N -0.8316 2.2741 -1.5538 -0.063
C 0.5186 -4.1408 0.7909 -0.516
C -5.8735 1.2692 0.0429 -0.017
C 5.1918 2.4353 -0.6894 -0.173
C -3.0133 -2.9236 -0.1984 -0.045
O -1.6242 -0.3209 -2.6743 -0.177
H -5.8916 1.9407 -0.8152 0.069
H -0.2750 -0.0668 3.3452 0.060
B -2.8807 2.0867 -0.0094 -0.508
H 1.7629 3.6238 2.6442 0.085
H -0.8662 -4.2534 2.4247 0.078
C -2.5750 3.4915 -2.1731 -0.265
S 0.9974 -0.1556 -4.2324 1.067
N -1.3792 -1.5546 -2.7129 -0.580
C 3.5682 -1.6665 1.4702 -0.507
C -4.8030 -1.0752 -0.0690 0.019
H -0.8040 4.0563 3.6926 0.110
H -4.6925 3.2053 -2.3171 0.076
H 1.5780 2.3505 -2.4955 0.050
O -0.5301 -1.9675 -1.8373 -0.295
H -4.2803 3.0301 2.5407 0.077
S -0.7178 -1.9088 2.0059 0.852
N -0.6193 1.9233 1.2036 0.015
C 2.5955 0.2237 -3.7325 -0.473
H 3.0729 1.8381 -0.4019 0.088
H -1.5202 4.5807 -3.7702 0.111
C 4.0106 1.6737 -0.9101 -0.119
C -3.5014 3.7899 2.4786 -0.020
H -3.4623 4.3211 3.4282 0.081
H -5.6897 -1.6868 -0.0602 0.111
C 3.2563 0.8982 -4.7154 -0.120
H 1.9737 -0.5310 4.2565 0.079
H -4.0865 4.7011 -3.0320 0.081
O -1.8777 -2.3047 -3.5056 0.108
H 5.2376 -1.6998 -1.0669 0.093
H -5.8207 1.8857 0.9406 0.073
C -3.4727 -1.5050 -0.1211 -0.349
H -6.8111 0.7164 0.0623 0.082
La -0.1136 0.0109 -0.7672 1.942
C 2.4622 1.1042 -5.8787 -0.177
C -2.1668 3.1831 2.1992 -0.273
S 2.3253 -0.4311 1.8778 0.861
H 0.6995 -3.6210 2.8861 0.060
H -0.2710 -4.2814 0.0519 0.061
N -3.4368 0.6513 -0.0623 0.025
H 2.8098 1.6232 -6.7606 0.102
S 5.7807 0.6855 -2.4431 1.065
C 6.2248 2.0221 -1.4695 -0.407
H 5.2624 3.2515 0.0153 0.101
H -3.8179 2.8079 0.1288 0.100
H 1.0377 2.8608 -4.0954 0.071
C 4.5878 -2.2481 -1.7325 -0.184
H -3.4629 -3.5103 0.6043 0.088
H -0.2778 -1.5237 4.3331 0.083
O 1.9805 -0.1274 -1.4503 -0.499
H 4.2973 -1.7077 2.2823 0.087
C 3.5660 -1.6664 -2.4293 -0.467
C 1.6185 -1.1096 3.4014 -0.498
C 3.0471 -0.2270 -2.3370 -0.580
H -3.7908 4.4985 1.7017 0.081
S 1.7227 -3.1005 -0.0572 0.890
H 2.7254 -3.5696 2.0691 0.066
C 3.0632 -3.0716 1.1595 -0.479
S 2.7975 -2.8321 -3.4367 1.051
C 1.4346 2.6036 2.4418 -0.059
C 0.0952 -1.0936 3.4018 -0.517
H 0.9486 -5.1269 0.9814 0.084
C -1.5153 3.8484 -2.9803 0.025
H -1.9332 -2.9976 -0.1304 0.008
N -1.9352 2.3018 1.2032 0.025
H 3.6541 -5.0981 -3.2286 0.067
C 3.7909 -4.0930 -2.8632 -0.414
C -4.7398 0.3005 -0.0324 -0.264
H 1.4069 4.0663 -2.8596 0.092
H -3.3077 -3.3708 -1.1496 0.090
C -3.9717 4.0141 -2.1956 -0.016
H 5.4692 -4.2698 -1.5185 0.103
N -2.6504 -0.4586 -0.1139 -0.030